C21H32ClN3 as an isolated structure in a non-equilibrium geometry. Source: the Open Molecules 2025 dataset; level of theory: the ωB97M-V functional and the def2-TZVPD basis.

The relative energy (zero: lowest compared OMol25 entry of this formula, charge and spin) comes out at 500.58 kcal/mol. The calculation puts the highest occupied orbital energy at -6.6 eV. As for the total energy: -39266.932 eV. The LUMO energy is 0.5 eV. The value obtained for the gap between HOMO and LUMO is 7.2 eV.

CARTESIAN COORDINATES (ANGSTROEM)
1 Cl -5.7456 1.1591 -1.4937
2 N 3.8761 -0.5174 0.6118
3 N -1.5247 -1.1165 0.3345
4 N 0.8833 -2.4818 -0.4902
5 C -0.7788 -1.9820 1.0397
6 C 2.3034 -2.1259 -0.3736
7 C 0.0605 -3.1263 0.3715
8 C -3.4658 -0.0939 -0.4867
9 C 0.9466 3.4466 -0.4842
10 C 4.8701 -0.7444 -0.4270
11 C 3.1554 -2.2596 -1.5292
12 C -3.3550 -0.5479 1.9954
13 C 4.6375 -1.9113 -0.9614
14 C 3.7202 1.8132 0.9044
15 C -5.3696 0.4055 1.2876
16 C 4.1296 0.6970 1.3563
17 C -0.5168 -0.4066 -0.8022
18 C -4.5077 -0.0484 2.1696
19 C 3.4026 4.4358 -0.9179
20 C 2.2192 3.6315 0.0104
21 C -4.8070 0.5385 -0.4187
22 C 2.6221 2.5136 0.9653
23 C 2.6301 -0.7621 0.4449
24 C 0.2509 -1.7265 -1.4342
25 C -2.7736 -0.6379 0.4439
26 H 0.0250 0.2293 -0.1913
27 H 5.0725 0.7513 1.8261
28 H 2.1930 0.0070 -0.4677
29 H 4.2545 4.5677 -0.1898
30 H -1.2054 0.0801 -1.1897
31 H 0.6364 -3.6575 1.1008
32 H 1.7769 -0.4290 1.3942
33 H 3.5060 3.5678 -1.5010
34 H -3.2121 -0.2976 -1.5059
35 H -0.5849 -2.0573 -1.9819
36 H 2.5535 -2.9431 0.5795
37 H -2.6253 -0.8989 2.6066
38 H -0.5807 -3.4639 -0.0799
39 H 1.1434 2.6459 -1.3425
40 H -1.4062 -2.4539 1.8375
41 H 0.8629 -1.1194 -2.0906
42 H 4.7526 -0.1174 -1.1837
43 H 3.1544 -3.5596 -1.8980
44 H 2.8610 5.3673 -1.0806
45 H 3.0364 -1.5906 -2.2106
46 H 3.5657 0.6908 2.2788
47 H 0.6394 4.3099 -1.0752
48 H -4.8310 -0.2188 3.2016
49 H 5.5393 -2.3027 -1.8309
50 H 4.8590 -2.7655 -0.2740
51 H -6.3708 0.7008 1.4378
52 H 4.5548 2.3016 -0.0535
53 H -0.0617 -1.3219 1.6144
54 H 0.3088 3.1611 0.1011
55 H 1.9344 4.5235 0.8340
56 H 2.0057 2.2954 1.6182
57 H 5.9350 -0.6418 -0.0222

These are the Löwdin partial charges, in e, on atoms 1 to 2: 0.8028 -0.1315

C21H32GeN5O3PbS2Se as an isolated structure. Source: the Open Molecules 2025 dataset; level of theory: the ωB97M-V functional and the def2-TZVPD basis.

The relative energy (zero: lowest compared OMol25 entry of this formula, charge and spin) comes out at 19.01 kcal/mol. As for the charge: -1. The calculation puts the highest occupied orbital energy at -4.9 eV. As for the total energy: -184673.199 eV. The LUMO energy is 2.2 eV. The value obtained for the gap between HOMO and LUMO is 7.1 eV.

CARTESIAN COORDINATES (ANGSTROEM)
1 Pb 0.2989 0.2712 0.6411
2 Se -1.5155 -2.5133 -0.5124
3 Ge -1.5388 -5.3189 -2.2426
4 S 2.0342 -1.8426 0.3940
5 S -0.8706 -1.4927 4.8926
6 O -2.8974 3.4415 2.2262
7 O -2.3074 1.2793 2.3060
8 O 1.0479 2.5187 0.4623
9 N 0.2770 0.7070 3.9445
10 N 1.3848 0.4326 -1.5322
11 N -1.7082 0.9390 -1.0036
12 N 2.0457 -0.6371 -2.0901
13 N 3.1517 -2.5946 -1.8608
14 C 2.5905 1.2025 3.9694
15 C 1.7811 -0.8660 4.8870
16 C 0.0947 4.9456 -2.7532
17 C -2.9968 -5.8754 -1.0397
18 C -0.4124 -6.8935 -2.6556
19 C -0.4494 -3.8903 -1.4178
20 C 0.4389 -0.5058 4.5612
21 C -3.5331 2.0296 0.4103
22 C 1.2799 1.4543 -2.3035
23 C -2.3085 -4.6557 -3.9364
24 C -2.5668 2.1305 -0.7743
25 C 1.3092 1.5277 3.6450
26 C 2.8245 -0.0388 4.5994
27 C 2.3900 -1.6034 -1.3001
28 C -1.3030 -3.1574 1.3061
29 C 0.4556 3.6389 -2.9733
30 C 0.7791 3.2372 -0.5732
31 C 0.4538 4.6118 -0.3939
32 C 0.1070 5.4299 -1.4381
33 C -2.8673 2.2950 1.7764
34 C 0.8004 2.7627 -1.9278
35 H -2.6571 -3.6294 -3.8144
36 H 0.4427 4.9745 0.6266
37 H 0.4027 -6.6337 -3.3316
38 H 0.1443 -3.3786 -2.1757
39 H -1.7698 -2.4283 1.9679
40 H 3.2725 -2.6149 -2.8594
41 H 3.4030 1.8626 3.7055
42 H 1.6311 1.3370 -3.3311
43 H 0.2367 -4.2708 -0.6617
44 H -0.6634 0.9045 3.5071
45 H -0.1775 5.5942 -3.5758
46 H -2.6122 -6.4783 -0.2162
47 H -4.2964 2.7948 0.2773
48 H -0.2380 -3.2103 1.5214
49 H -1.2059 1.0621 -1.8744
50 H -4.0080 1.0441 0.4240
51 H -1.9165 2.9972 -0.6464
52 H -1.5626 -4.6752 -4.7318
53 H -1.0321 -7.6502 -3.1403
54 H 0.4630 3.2481 -3.9868
55 H 3.8386 -0.3316 4.8427
56 H 1.0546 2.4406 3.1211
57 H 1.9227 -1.8356 5.3400
58 H -0.1553 6.4642 -1.2467
59 H -3.4861 -4.9934 -0.6257
60 H -3.7399 -6.4631 -1.5797
61 H 3.2435 -3.4432 -1.3360
62 H 0.0140 -7.3265 -1.7505
63 H -2.2951 0.1172 -1.0890
64 H -1.7797 -4.1284 1.4201
65 H -3.1549 -5.2706 -4.2437
66 H -3.1645 2.3106 -1.6766

These are the Löwdin partial charges, in e, on atoms 1 to 2: 1.1930 0.7963

C21H32IrS5 as an isolated structure in a non-equilibrium geometry. Source: the Open Molecules 2025 dataset; level of theory: the ωB97M-V functional and the def2-TZVPD basis.

As for the charge: +1. Its multiplicity is 5. The calculation puts the highest occupied orbital energy (alpha / beta) at -10.4 / -11.8 eV. As for the total energy: -79302.668 eV. The LUMO energy (alpha / beta) is -3.6 / -6.4 eV. The value obtained for the gap between HOMO and LUMO (alpha / beta) is 6.8 / 5.5 eV.

CARTESIAN COORDINATES (ANGSTROEM)
1 Ir -0.5958 0.0888 -0.9499
2 S -2.0185 -1.3370 -2.1713
3 S -4.8715 -2.8561 -3.4619
4 S -6.2969 -0.8776 -1.8873
5 S -6.6670 1.4923 -0.1386
6 S -3.9617 0.4720 -0.8172
7 C 3.8036 -1.3527 -0.2676
8 C 1.6205 -0.2998 0.3955
9 C 1.8560 0.6119 -0.6815
10 C 2.1251 2.8872 -2.5161
11 C 0.5140 0.2380 1.1524
12 C 1.5094 4.1825 -0.4687
13 C 0.1866 1.5172 0.5558
14 C 1.1005 3.0233 -1.3880
15 C -3.6338 -0.9186 -1.8107
16 C 2.5392 -1.4971 0.5984
17 C -5.7092 0.4322 -0.9118
18 C 1.0383 1.7569 -0.5629
19 C -0.2863 3.3105 -1.9907
20 C -0.3999 -1.7113 2.5563
21 C -3.8378 -4.1662 -2.7436
22 C 1.8366 -2.7947 0.1603
23 C 0.5703 0.3725 3.6333
24 C 3.0296 -1.5804 2.0520
25 C -0.2045 -0.1957 2.4341
26 C -4.7646 -1.5526 -2.3134
27 C -1.6251 0.3967 2.4658
28 H -0.2291 4.1485 -2.6869
29 H -2.8643 -3.7871 -2.4548
30 H -0.4276 2.2687 1.0253
31 H 0.7674 4.3533 0.3126
32 H -1.6377 1.4622 2.6969
33 H 4.3046 -0.4003 -0.0875
34 H 2.4717 3.9799 0.0040
35 H 2.2417 -1.8081 2.7614
36 H -0.6512 2.4391 -2.5412
37 H 3.5842 -1.4469 -1.3319
38 H -1.0086 3.5636 -1.2121
39 H 0.5268 -2.2726 2.5918
40 H 4.5000 -2.1492 -0.0081
41 H 0.9578 -3.0151 0.7623
42 H -0.9443 -1.9251 3.4764
43 H 3.4919 -0.6358 2.3455
44 H 3.7834 -2.3633 2.1366
45 H 1.5727 -0.0459 3.7051
46 H 1.6057 5.0997 -1.0508
47 H 2.5289 -3.6344 0.2417
48 H 1.5229 -2.7124 -0.8824
49 H -4.3679 -4.6021 -1.9015
50 H -0.9934 -2.0763 1.7140
51 H 2.6167 0.4917 -1.4324
52 H 0.6596 1.4568 3.5454
53 H 0.0396 0.1501 4.5604
54 H -2.1053 0.2398 1.5049
55 H -2.2202 -0.1104 3.2250
56 H 3.1294 2.7334 -2.1179
57 H 2.1388 3.8017 -3.1084
58 H 1.8763 2.0564 -3.1798
59 H -3.7273 -4.9022 -3.5365

These are the Löwdin partial charges, in e, on atoms 1 to 2: 0.9908 0.5548

One molecule with the formula C21H32N2O2. Source: the Open Molecules 2025 dataset; level of theory: the ωB97M-V functional and the def2-TZVPD basis.

The relative energy (zero: lowest compared OMol25 entry of this formula, charge and spin) comes out at 49.86 kcal/mol. Its SMILES is CC(=O)c1cccc(CN2CCN(C3CCCCC3)[C@@H](CCO)C2)c1. The calculation puts the highest occupied orbital energy at -8.5 eV. As for the total energy: -29371.792 eV. The LUMO energy is 0.5 eV. The value obtained for the gap between HOMO and LUMO is 9.0 eV.

CARTESIAN COORDINATES (ANGSTROEM)
1 O -1.4184 -0.5334 3.1049
2 O -6.0056 -2.4191 -0.8114
3 N 1.6562 0.6326 0.0060
4 N -0.9863 1.4445 -0.6660
5 C -0.4692 -1.4012 2.5346
6 C 4.0967 0.9728 -0.1468
7 C -3.5671 0.2529 -0.7655
8 C 4.4923 -1.9145 -0.4757
9 C 1.3109 1.0905 -1.3275
10 C 5.4335 0.3158 0.1862
11 C 0.7575 -0.7095 1.9266
12 C -0.6358 0.9525 0.6519
13 C -2.1526 2.3075 -0.6210
14 C 0.4982 -0.0744 0.5561
15 C -5.6807 0.0857 0.3646
16 C -5.5089 1.3569 0.8728
17 C 5.6400 -0.9285 -0.6730
18 C -3.7895 -2.5349 -1.6682
19 C -4.3653 2.0771 0.5672
20 C 3.1530 -1.2534 -0.7887
21 C 0.1661 2.0945 -1.2507
22 C 2.9559 -0.0194 0.1060
23 C -4.7060 -0.4842 -0.4566
24 C -4.9415 -1.8604 -0.9622
25 C -3.3906 1.5320 -0.2577
26 H 3.0612 -0.3347 1.1479
27 H -4.0595 -3.5636 -1.8936
28 H -6.2626 1.7902 1.5135
29 H 3.9407 1.8608 0.4672
30 H -3.5720 -2.0128 -2.5977
31 H -2.7913 -0.1448 -1.3993
32 H 5.4522 0.0361 1.2421
33 H -0.1236 -2.1172 3.2956
34 H -1.5199 0.4927 1.0917
35 H -2.0171 3.1488 0.0832
36 H 0.9928 0.2558 -1.9760
37 H -0.3016 1.7771 1.3075
38 H 4.4904 -2.2640 0.5600
39 H -2.2871 2.7333 -1.6224
40 H 6.5877 -1.4061 -0.4158
41 H -4.2295 3.0701 0.9718
42 H -0.9807 0.0110 3.7688
43 H 3.1338 -0.9526 -1.8380
44 H 0.1676 -0.8739 -0.1356
45 H 5.6876 -0.6364 -1.7246
46 H 1.1215 0.0578 2.6149
47 H 1.5260 -1.4769 1.8294
48 H 2.1736 1.5770 -1.7795
49 H 4.6361 -2.7848 -1.1200
50 H -1.0096 -1.9580 1.7654
51 H -6.5621 -0.4939 0.5944
52 H 0.4904 2.9654 -0.6531
53 H 2.3404 -1.9652 -0.6256
54 H 4.1156 1.2819 -1.1927
55 H -0.0890 2.4370 -2.2574
56 H -2.9009 -2.5168 -1.0422
57 H 6.2465 1.0244 0.0143

These are the Löwdin partial charges, in e, on atoms 1 to 2: -0.0731 0.0829

One molecule with the formula C21H32N2O3. Source: the Open Molecules 2025 dataset; level of theory: the ωB97M-V functional and the def2-TZVPD basis.

The relative energy (zero: lowest compared OMol25 entry of this formula, charge and spin) comes out at 38.32 kcal/mol. Its SMILES is COc1cccc(CNC(=O)CC[C@@H]2CCCN(C3CCOCC3)C2)c1. The calculation puts the highest occupied orbital energy at -8.4 eV. As for the total energy: -31419.420 eV. The LUMO energy is 0.7 eV. The value obtained for the gap between HOMO and LUMO is 9.1 eV.

CARTESIAN COORDINATES (ANGSTROEM)
1 O 0.5245 -2.8114 -2.2904
2 O -1.6010 2.5587 6.2862
3 O -1.2269 1.7764 -7.8193
4 N -0.8085 -1.0862 -2.8567
5 N 0.4500 -0.1232 3.6765
6 C -1.0315 0.2149 -6.0961
7 C -0.3016 -0.5099 -5.1737
8 C -0.0856 -0.7244 2.4706
9 C 1.0745 -0.3176 -5.0864
10 C 1.6952 0.5878 -5.9224
11 C -0.6596 2.6967 -8.7192
12 C 0.8802 -1.1540 4.6012
13 C -0.3773 0.9318 4.2351
14 C -1.6237 0.4779 5.0163
15 C -0.9771 -1.4811 -4.2412
16 C 2.0307 -1.9365 3.9742
17 C 0.9683 1.3125 -6.8545
18 C -2.3931 1.7133 5.4860
19 C 0.1202 -1.1020 -0.6325
20 C 1.0156 -1.4955 1.7360
21 C -0.4605 3.0179 5.5987
22 C 1.5728 -2.5724 2.6673
23 C 0.4339 1.8639 5.1428
24 C 0.5072 -2.1212 0.4368
25 C -0.4053 1.1264 -6.9480
26 C -0.0174 -1.7684 -1.9952
27 H 1.2887 -2.7586 0.0181
28 H -0.7178 1.5304 3.3785
29 H -0.5206 -2.4717 -4.3266
30 H 2.8555 -1.2503 3.7770
31 H 0.9070 -0.3466 -0.7192
32 H -3.2450 1.4304 6.1086
33 H 0.7809 1.3265 6.0253
34 H -1.3206 -0.1031 5.8884
35 H 1.6459 -0.8855 -4.3681
36 H -0.8116 -0.5947 -0.3790
37 H -0.3525 -2.7603 0.6500
38 H -0.7675 3.6153 4.7245
39 H 2.3764 -2.7023 4.6708
40 H -0.1809 3.5302 -8.1947
41 H 0.7926 -3.3096 2.8730
42 H 1.2998 2.2480 4.6045
43 H 1.4820 2.0102 -7.4967
44 H -2.0443 -1.5547 -4.4720
45 H 0.0666 3.6667 6.3014
46 H 0.0609 -1.8549 4.8431
47 H 1.2183 -0.6876 5.5269
48 H 2.4041 -3.0900 2.1854
49 H -1.1664 -0.1814 -2.5951
50 H -2.7636 2.2697 4.6089
51 H -0.9214 -1.4151 2.6876
52 H -0.4635 0.0760 1.8306
53 H 2.7630 0.7364 -5.8579
54 H 0.0692 2.2162 -9.3799
55 H -2.0994 0.0866 -6.1862
56 H 1.8198 -0.7890 1.5059
57 H -2.2707 -0.1375 4.3892
58 H -1.4887 3.0760 -9.3144

These are the Löwdin partial charges, in e, on atoms 1 to 2: 0.0611 -0.1343

One molecule with the formula C21H32N4O3. Source: the Open Molecules 2025 dataset; level of theory: the ωB97M-V functional and the def2-TZVPD basis.

The relative energy (zero: lowest compared OMol25 entry of this formula, charge and spin) comes out at 73.01 kcal/mol. Its SMILES is CCCCC/C=C/CC(=O)N1CC[C@@H]2C[C@]2(C(=O)NCc2nc(C)no2)CC1. The calculation puts the highest occupied orbital energy at -9.3 eV. As for the total energy: -34398.896 eV. The LUMO energy is 0.8 eV. The value obtained for the gap between HOMO and LUMO is 10.0 eV.

CARTESIAN COORDINATES (ANGSTROEM)
1 O 1.6274 3.2506 0.8916
2 O 1.0919 -0.9327 -2.4678
3 O 0.5392 0.6574 2.0610
4 N 0.8041 1.6429 -0.4503
5 N 3.1698 -0.6029 -1.6427
6 N -1.5872 1.1328 2.3071
7 N 0.1870 0.2224 3.3425
8 C -1.8810 0.2385 4.6416
9 C -3.0363 -1.3913 0.0624
10 C 4.0462 -0.4501 -0.4946
11 C -5.3563 -0.6926 -0.6973
12 C -2.1970 -2.4279 0.8130
13 C 3.8020 0.8534 0.3033
14 C -0.7281 -2.0901 0.8207
15 C 1.4996 -1.7819 -0.2652
16 C 1.8230 2.3977 0.0470
17 C -6.8410 -1.0327 -0.7107
18 C -4.5204 -1.7294 0.0426
19 C -1.0727 0.5261 3.4302
20 C 3.1970 2.0354 -0.4644
21 C 1.8946 -1.0667 -1.5505
22 C 3.6394 -0.0286 -2.9035
23 C -0.5078 1.7275 0.1332
24 C 0.0449 -2.1470 -0.2557
25 C 4.3235 1.3191 -2.7001
26 C 3.4528 2.2781 -1.9340
27 C -0.5591 1.1788 1.5265
28 C 4.0422 3.1931 -0.8994
29 H -4.8861 -1.8196 1.0719
30 H -2.5622 -2.5121 1.8397
31 H -2.3496 -3.4073 0.3491
32 H -0.3005 -1.7446 1.7582
33 H 4.5718 1.7334 -3.6798
34 H 3.1268 0.6297 1.1325
35 H 5.1080 3.1141 -0.7222
36 H 3.6302 4.1845 -0.7741
37 H -7.2350 -1.0988 0.3056
38 H 5.2750 1.1929 -2.1776
39 H 2.7705 0.0746 -3.5494
40 H 3.9427 -1.3058 0.1701
41 H -4.6663 -2.7120 -0.4205
42 H 0.9564 1.0046 -1.2147
43 H -2.6620 -1.3098 -0.9633
44 H -2.8965 -0.4114 0.5303
45 H 1.7400 -1.1719 0.6075
46 H 4.3303 -0.7303 -3.3823
47 H -0.3642 -2.4865 -1.2021
48 H -2.7221 -0.4042 4.3822
49 H 5.0701 -0.4855 -0.8662
50 H -0.8515 2.7622 0.1776
51 H 2.1203 -2.6838 -0.1993
52 H -1.2070 1.1587 -0.4794
53 H -7.4215 -0.2796 -1.2447
54 H 2.6064 2.6667 -2.4918
55 H -1.2690 -0.2505 5.3951
56 H -5.2055 0.2861 -0.2315
57 H 4.7424 1.1579 0.7667
58 H -2.2838 1.1663 5.0465
59 H -4.9891 -0.6028 -1.7245
60 H -7.0167 -1.9952 -1.1956

These are the Löwdin partial charges, in e, on atoms 1 to 2: 0.1012 0.0371